--- a ---
{"formula": "C2H2Cl3NO", "method": "the ωB97M-V functional and the def2-TZVPD basis", "symbols": ["C", "C", "N", "O", "Cl", "Cl", "Cl", "H", "H"], "positions_angstrom": [[-1.435, 0.241, -0.266], [1.357, 0.205, 0.930], [-1.353, -0.738, -1.209], [-1.232, 0.699, -1.509], [1.646, 0.480, 2.598], [1.485, -1.480, 0.468], [2.184, 1.256, -0.156], [-2.217, 0.524, 0.411], [-0.434, -1.187, -1.267]], "e_lumo_ev": [0.24, -1.10], "gap_ev": [9.3, 7.4]}



--- b ---
{"formula": "C2H2Cl3NO", "method": "the ωB97M-V functional and the def2-TZVPD basis", "symbols": ["N", "C", "Cl", "Cl", "H", "O", "C", "Cl", "H"], "positions_angstrom": [[-1.060, 0.602, -0.111], [-2.144, 0.950, 0.421], [-3.181, 2.167, -0.132], [-2.785, 0.080, 1.752], [-0.661, 1.271, -0.681], [1.913, 0.601, 1.377], [1.053, -0.195, 1.496], [0.282, -0.613, 2.963], [0.532, -0.782, 0.561]], "e_lumo_ev": 0.36, "gap_ev": 10.8}



Which is the most stable structure? b is the most stable.



--- a ---
{"formula": "C8H10Si", "method": "the ωB97M-V functional and the def2-TZVPD basis", "symbols": ["Si", "C", "C", "C", "C", "C", "C", "C", "C", "H", "H", "H", "H", "H", "H", "H", "H", "H", "H"], "positions_angstrom": [[3.778, -0.220, 0.252], [2.197, -0.154, -0.515], [1.103, 0.821, -0.153], [-0.311, 0.287, -0.064], [-1.347, 1.217, 0.030], [-2.663, 0.813, 0.138], [-2.977, -0.536, 0.152], [-1.961, -1.469, 0.057], [-0.642, -1.060, -0.052], [4.135, 0.530, 1.452], [4.856, -1.091, -0.202], [2.024, -0.708, -1.430], [1.083, 1.630, -0.896], [1.339, 1.288, 0.809], [-1.108, 2.272, 0.021], [-3.447, 1.554, 0.211], [-4.007, -0.853, 0.238], [-2.197, -2.524, 0.070], [0.145, -1.798, -0.118]], "e_lumo_ev": [0.39, 0.39], "gap_ev": [8.6, 8.6]}



--- b ---
{"formula": "C8H10Si", "method": "the ωB97M-V functional and the def2-TZVPD basis", "symbols": ["C", "C", "Si", "C", "C", "C", "C", "H", "H", "H", "H", "H", "H", "H", "H", "C", "C", "H", "H"], "positions_angstrom": [[1.033, 2.508, 1.200], [0.373, 1.606, 0.524], [-0.815, 0.341, 0.275], [-1.415, 0.172, -1.512], [-1.135, 0.953, -2.634], [-1.110, -1.257, 1.219], [-1.787, -2.349, 0.890], [2.016, 2.790, 0.830], [0.564, 3.156, 2.107], [-1.923, -0.693, -1.665], [-1.549, 0.649, -3.595], [-0.625, 1.858, -2.534], [-0.550, -1.152, 2.173], [-1.838, -3.252, 1.565], [-2.360, -2.529, -0.057], [2.443, -1.188, 0.375], [3.220, -0.332, 0.214], [1.658, -1.724, 0.876], [3.799, 0.441, -0.251]], "e_lumo_ev": [-0.25, -0.25], "gap_ev": [7.2, 7.2]}



Which is the most stable structure? a is the most stable.



--- a ---
{"formula": "C4H7ClN2S", "method": "the ωB97M-V functional and the def2-TZVPD basis", "symbols": ["C", "C", "C", "C", "H", "H", "H", "H", "H", "H", "H", "N", "N", "S", "Cl"], "positions_angstrom": [[-0.098, 2.063, 0.148], [-0.193, -0.520, 0.350], [0.197, -1.691, -0.010], [0.908, -2.173, -1.207], [-1.334, 2.770, 3.403], [0.132, 2.804, -0.537], [0.506, 0.811, -1.192], [-0.778, -0.404, 1.141], [-0.539, -2.446, 0.386], [1.882, -2.717, -1.171], [0.324, -2.772, -1.706], [-0.813, 2.778, 1.034], [0.208, 0.732, -0.078], [-1.957, 1.695, 1.980], [1.556, -0.931, -2.540]], "e_lumo_ev": -0.48, "gap_ev": 7.9}



--- b ---
{"formula": "C4H7ClN2S", "method": "the ωB97M-V functional and the def2-TZVPD basis", "symbols": ["C", "C", "C", "C", "N", "N", "S", "Cl", "H", "H", "H", "H", "H", "H", "H"], "positions_angstrom": [[0.197, -0.032, -0.291], [0.813, -0.271, 2.324], [-1.268, 0.329, -2.097], [-0.444, 1.038, -0.951], [0.299, -1.215, -0.180], [0.737, -2.222, 0.371], [0.512, -2.062, 2.128], [2.572, 0.102, 2.327], [0.473, 0.290, 1.521], [0.700, -0.063, 3.326], [-0.408, -0.167, -2.420], [-1.575, 1.063, -2.830], [-1.964, -0.300, -1.589], [-0.983, 1.731, -0.274], [0.340, 1.780, -1.366]], "e_lumo_ev": [0.26, 0.26], "gap_ev": [8.3, 8.3]}



Which is the most stable structure? b is the most stable.



--- a ---
{"formula": "C40H50Br2N5OReSbSi3", "method": "the ωB97M-V functional and the def2-TZVPD basis", "symbols": ["Re", "Br", "C", "C", "C", "Br", "C", "C", "C", "C", "N", "C", "C", "O", "H", "H", "H", "H", "N", "C", "C", "C", "C", "C", "C", "C", "C", "N", "C", "H", "H", "H", "H", "H", "H", "H", "H", "C", "Sb", "C", "C", "C", "C", "C", "C", "N", "Si", "C", "C", "C", "C", "C", "C", "C", "C", "C", "N", "Si", "C", "C", "C", "Si", "C", "C", "C", "H", "H", "H", "H", "H", "H", "H", "H", "H", "H", "H", "H", "H", "H", "H", "H", "H", "H", "H", "H", "H", "H", "H", "H", "H", "H", "H", "H", "H", "H", "H", "H", "H", "H", "H", "H", "H", "H"], "positions_angstrom": [[0.813, 0.676, 0.067], [4.209, 2.313, -3.319], [4.548, 1.864, -1.520], [5.822, 2.048, -0.973], [6.060, 1.759, 0.344], [7.795, 2.033, 1.043], [5.021, 1.290, 1.183], [5.148, 1.052, 2.563], [4.050, 0.631, 3.269], [2.840, 0.417, 2.613], [2.659, 0.630, 1.316], [3.746, 1.087, 0.604], [3.499, 1.386, -0.753], [2.272, 1.204, -1.198], [6.615, 2.445, -1.591], [6.098, 1.215, 3.053], [4.103, 0.456, 4.334], [2.000, 0.060, 3.181], [-0.126, 2.331, 3.381], [0.006, 1.311, 4.328], [0.235, 1.713, 5.648], [0.475, 0.817, 6.664], [0.535, -0.537, 6.383], [0.326, -0.987, 5.093], [0.521, -2.441, 4.786], [0.065, -3.289, 2.840], [0.527, -1.929, 2.428], [-0.468, 0.186, 1.574], [0.047, -0.078, 4.059], [-0.060, 3.245, 3.807], [-0.909, 2.271, 2.757], [0.200, 2.773, 5.872], [0.612, 1.173, 7.676], [0.755, -1.253, 7.164], [0.957, -2.946, 5.643], [-0.008, -4.105, 2.135], [0.986, -1.850, 1.453], [0.680, -2.898, -1.046], [-0.749, -1.267, -1.200], [-1.875, 0.039, 1.722], [-1.774, -0.882, 2.711], [-2.561, -1.710, 3.560], [-2.085, -2.747, 4.256], [-0.681, -3.258, 4.178], [1.287, -2.651, 3.480], [-0.282, -0.721, 2.736], [-3.471, 0.997, 1.278], [-4.667, -0.266, 0.565], [-3.121, 2.420, 0.106], [-3.999, 1.687, 2.951], [-0.428, -0.351, -3.165], [-0.060, 1.049, -2.869], [0.287, 1.941, -3.898], [0.442, 3.286, -3.666], [0.197, 3.790, -2.385], [-0.078, 2.890, -1.397], [-0.170, 1.551, -1.602], [-2.202, -0.215, -4.015], [-3.343, 0.672, -2.800], [-2.165, 0.819, -5.587], [-2.880, -1.937, -4.337], [0.759, -1.441, -4.280], [0.893, -0.858, -6.066], [0.059, -3.197, -4.441], [2.470, -1.440, -3.484], [0.443, -3.443, -0.135], [1.701, -2.522, -1.009], [0.573, -3.573, -1.888], [-3.618, -1.467, 3.592], [-2.760, -3.287, 4.908], [-0.650, -4.257, 4.606], [2.339, -2.879, 3.389], [-4.159, -1.065, 0.024], [-5.362, 0.220, -0.122], [-5.266, -0.729, 1.352], [-2.527, 2.108, -0.749], [-2.613, 3.249, 0.606], [-4.068, 2.808, -0.275], [-3.895, 0.948, 3.748], [-5.045, 1.999, 2.928], [-3.408, 2.561, 3.232], [0.456, 1.535, -4.883], [0.750, 3.948, -4.465], [0.264, 4.845, -2.164], [-0.225, 3.225, -0.374], [-3.110, 1.738, -2.744], [-3.300, 0.252, -1.794], [-4.375, 0.586, -3.148], [-1.948, 1.867, -5.381], [-3.156, 0.778, -6.045], [-1.453, 0.465, -6.331], [-2.978, -2.525, -3.421], [-2.277, -2.504, -5.046], [-3.878, -1.835, -4.768], [-0.061, -0.929, -6.590], [1.583, -1.541, -6.570], [1.293, 0.148, -6.198], [-0.259, -3.357, -5.472], [-0.795, -3.417, -3.801], [0.839, -3.933, -4.238], [3.182, -0.947, -4.148], [2.841, -2.449, -3.295], [2.465, -0.892, -2.549]], "multiplicity": 4, "charge": 2, "e_lumo_ev": [-6.22, -6.44], "s2": 3.83, "gap_ev": [6.2, 6.4]}



--- b ---
{"formula": "C40H50Br2N5OReSbSi3", "method": "the ωB97M-V functional and the def2-TZVPD basis", "symbols": ["Re", "Br", "C", "C", "C", "Br", "C", "C", "C", "C", "N", "C", "C", "O", "H", "H", "H", "H", "N", "C", "C", "C", "C", "C", "C", "C", "C", "N", "C", "H", "H", "H", "H", "H", "H", "H", "H", "C", "Sb", "C", "C", "C", "C", "C", "C", "N", "Si", "C", "C", "C", "C", "C", "C", "C", "C", "C", "N", "Si", "C", "C", "C", "Si", "C", "C", "C", "H", "H", "H", "H", "H", "H", "H", "H", "H", "H", "H", "H", "H", "H", "H", "H", "H", "H", "H", "H", "H", "H", "H", "H", "H", "H", "H", "H", "H", "H", "H", "H", "H", "H", "H", "H", "H", "H"], "positions_angstrom": [[-0.025, 0.010, 0.288], [5.073, -0.544, 0.074], [4.005, -0.126, 1.551], [4.611, 0.116, 2.799], [3.858, 0.420, 3.899], [4.712, 0.744, 5.540], [2.444, 0.491, 3.799], [1.573, 0.790, 4.867], [0.219, 0.827, 4.658], [-0.290, 0.561, 3.386], [0.488, 0.274, 2.349], [1.864, 0.244, 2.540], [2.640, -0.059, 1.402], [1.996, -0.278, 0.260], [5.688, 0.059, 2.877], [1.987, 0.986, 5.847], [-0.470, 1.052, 5.459], [-1.351, 0.588, 3.206], [0.410, 0.113, -1.822], [0.382, 1.491, -2.286], [0.259, 1.846, -3.594], [0.334, 3.210, -3.955], [0.555, 4.168, -3.008], [0.661, 3.811, -1.642], [0.867, 4.740, -0.600], [0.907, 4.303, 0.693], [0.696, 2.947, 0.966], [0.521, 2.043, 0.018], [0.536, 2.460, -1.288], [-0.135, -0.465, -2.462], [1.380, -0.216, -1.841], [0.121, 1.089, -4.357], [0.237, 3.487, -4.995], [0.644, 5.211, -3.286], [0.986, 5.791, -0.837], [1.064, 4.983, 1.517], [0.638, 2.608, 1.988], [-4.529, -1.715, -1.990], [-2.477, -1.095, -1.848], [-2.151, 0.133, 0.033], [-2.677, 1.527, -0.323], [-3.755, 1.764, -1.183], [-4.211, 3.054, -1.395], [-3.596, 4.102, -0.733], [-2.548, 3.791, 0.115], [-2.096, 2.554, 0.315], [-3.265, -0.374, 1.525], [-5.013, -0.821, 1.053], [-3.513, 1.124, 2.646], [-2.537, -1.814, 2.477], [-1.474, -3.065, -1.679], [-0.335, -3.127, -0.709], [0.496, -4.263, -0.765], [1.404, -4.575, 0.213], [1.477, -3.744, 1.325], [0.745, -2.596, 1.291], [-0.085, -2.212, 0.274], [-0.847, -3.336, -3.522], [0.769, -2.399, -3.788], [-2.102, -2.718, -4.761], [-0.464, -5.102, -4.015], [-2.681, -4.562, -1.283], [-3.780, -4.939, -2.749], [-3.717, -4.262, 0.240], [-1.821, -6.175, -0.871], [-5.197, -0.917, -1.684], [-4.780, -2.609, -1.429], [-4.676, -1.896, -3.056], [-4.260, 0.953, -1.678], [-5.046, 3.232, -2.062], [-3.924, 5.125, -0.854], [-2.050, 4.575, 0.678], [-5.523, 0.018, 0.573], [-5.537, -1.010, 1.997], [-5.141, -1.704, 0.431], [-4.395, 1.661, 2.286], [-2.701, 1.850, 2.642], [-3.725, 0.824, 3.677], [-2.530, -2.710, 1.856], [-3.165, -2.024, 3.348], [-1.516, -1.671, 2.834], [0.363, -4.940, -1.592], [2.014, -5.465, 0.133], [2.107, -3.958, 2.176], [0.820, -1.914, 2.122], [0.614, -1.401, -4.207], [1.355, -2.949, -4.530], [1.401, -2.334, -2.897], [-2.309, -1.649, -4.705], [-3.047, -3.261, -4.715], [-1.675, -2.909, -5.751], [0.492, -5.463, -3.632], [-0.371, -5.086, -5.107], [-1.232, -5.834, -3.776], [-4.339, -4.103, -3.159], [-4.511, -5.672, -2.394], [-3.234, -5.414, -3.567], [-4.123, -3.260, 0.369], [-3.145, -4.519, 1.136], [-4.561, -4.957, 0.196], [-1.187, -6.597, -1.648], [-2.638, -6.886, -0.706], [-1.254, -6.131, 0.059]], "multiplicity": 4, "charge": 2, "e_lumo_ev": [-5.70, -6.90], "s2": 3.78, "gap_ev": [7.0, 6.0]}



Which is the most stable structure? b is the most stable.



--- a ---
{"formula": "CBr2N2O", "method": "the ωB97M-V functional and the def2-TZVPD basis", "symbols": ["C", "N", "N", "O", "Br", "Br"], "positions_angstrom": [[1.215, -0.020, 0.844], [-0.688, -0.782, -0.071], [-1.506, -0.074, -0.235], [-2.376, 0.587, -0.525], [2.215, -1.367, 0.160], [1.140, 1.656, -0.172]], "e_lumo_ev": -1.20, "gap_ev": 7.9}



--- b ---
{"formula": "CBr2N2O", "method": "the ωB97M-V functional and the def2-TZVPD basis", "symbols": ["N", "C", "Br", "O", "N", "Br"], "positions_angstrom": [[1.221, 0.617, 1.387], [2.169, 0.463, 0.759], [3.672, 0.358, -0.272], [-0.525, 0.315, -1.061], [-0.783, 0.636, 0.015], [-2.185, 1.993, 0.087]], "e_lumo_ev": -0.73, "gap_ev": 9.1}



Which is the most stable structure? b is the most stable.



--- a ---
{"formula": "C24H30N2O7", "method": "the ωB97M-V functional and the def2-TZVPD basis", "symbols": ["C", "C", "C", "C", "C", "N", "C", "O", "C", "O", "C", "O", "C", "C", "C", "C", "O", "C", "C", "O", "N", "C", "C", "C", "C", "C", "C", "O", "C", "C", "O", "C", "C", "H", "H", "H", "H", "H", "H", "H", "H", "H", "H", "H", "H", "H", "H", "H", "H", "H", "H", "H", "H", "H", "H", "H", "H", "H", "H", "H", "H", "H", "H"], "positions_angstrom": [[0.139, -3.275, 4.944], [0.177, -2.505, 3.629], [1.612, -2.226, 3.148], [2.048, -0.768, 3.345], [2.146, -0.368, 4.811], [1.748, -2.576, 1.746], [2.664, -3.447, 1.292], [3.433, -4.062, 1.998], [2.687, -3.627, -0.230], [1.588, -3.039, -0.905], [1.772, -1.809, -1.433], [2.806, -1.194, -1.326], [0.568, -1.314, -2.124], [-0.616, -2.041, -2.180], [-1.713, -1.493, -2.806], [-1.668, -0.230, -3.395], [-2.860, 0.187, -3.907], [-3.046, 1.482, -4.439], [-2.717, 2.648, -3.497], [-2.569, 3.770, -3.922], [-2.649, 2.283, -2.192], [-2.034, 2.990, -1.152], [-1.912, 4.370, -1.140], [-1.265, 4.998, -0.088], [-0.745, 4.252, 0.951], [-0.859, 2.869, 0.949], [-1.499, 2.228, -0.097], [-1.660, 0.866, -0.213], [-1.069, 0.042, 0.758], [-0.454, 0.491, -3.381], [-0.424, 1.701, -4.008], [0.668, 2.564, -3.781], [0.637, -0.060, -2.730], [0.637, -2.721, 5.735], [-0.890, -3.457, 5.246], [0.638, -4.234, 4.832], [-0.368, -1.565, 3.736], [-0.337, -3.096, 2.867], [2.313, -2.883, 3.674], [1.342, -0.110, 2.831], [3.025, -0.642, 2.873], [2.524, 0.648, 4.896], [1.173, -0.410, 5.295], [2.826, -1.032, 5.339], [1.151, -2.099, 1.089], [3.625, -3.194, -0.598], [2.670, -4.696, -0.454], [-0.673, -3.018, -1.730], [-2.653, -2.021, -2.845], [-2.467, 1.630, -5.356], [-4.111, 1.524, -4.691], [-2.796, 1.306, -1.970], [-2.312, 4.936, -1.964], [-1.172, 6.073, -0.085], [-0.242, 4.737, 1.773], [-0.438, 2.305, 1.767], [-1.488, 0.229, 1.753], [0.017, 0.180, 0.784], [-1.300, -0.978, 0.454], [1.578, 2.190, -4.257], [0.842, 2.713, -2.712], [0.377, 3.510, -4.234], [1.575, 0.469, -2.676]], "e_lumo_ev": 0.24, "gap_ev": 8.7}



--- b ---
{"formula": "C24H30N2O7", "method": "the ωB97M-V functional and the def2-TZVPD basis", "symbols": ["C", "O", "C", "O", "C", "C", "C", "O", "O", "C", "C", "C", "O", "C", "C", "C", "C", "C", "C", "C", "N", "C", "C", "N", "C", "C", "O", "C", "C", "C", "C", "C", "O", "H", "H", "H", "H", "H", "H", "H", "H", "H", "H", "H", "H", "H", "H", "H", "H", "H", "H", "H", "H", "H", "H", "H", "H", "H", "H", "H", "H", "H", "H"], "positions_angstrom": [[-6.621, -1.352, 0.412], [-6.192, -0.015, 0.642], [-6.280, 0.457, 1.881], [-6.727, -0.160, 2.813], [-5.736, 1.871, 1.983], [-5.248, 2.420, 0.647], [-4.118, 1.570, 0.111], [-3.274, 1.038, 0.795], [-4.127, 1.508, -1.209], [-3.066, 0.708, -1.770], [-3.004, 1.041, -3.263], [-3.452, -0.781, -1.626], [-4.575, -1.125, -1.966], [-2.463, -1.681, -1.135], [-1.251, -1.274, -0.656], [-0.285, -2.175, -0.102], [0.903, -1.764, 0.404], [1.877, -2.716, 0.999], [3.092, -3.160, 0.226], [1.986, -4.127, 0.505], [1.219, -0.418, 0.419], [2.490, 0.091, 0.885], [3.422, 0.411, -0.296], [4.766, 0.671, 0.178], [4.928, 2.020, 0.702], [6.335, 2.166, 1.283], [7.322, 1.906, 0.315], [7.163, 0.611, -0.210], [5.780, 0.428, -0.837], [0.334, 0.466, -0.086], [-0.861, 0.109, -0.632], [-1.758, 1.158, -1.115], [-1.471, 2.339, -1.074], [-6.193, -1.634, -0.548], [-7.711, -1.392, 0.377], [-6.264, -2.003, 1.211], [-6.516, 2.506, 2.408], [-4.907, 1.838, 2.695], [-4.860, 3.432, 0.783], [-6.045, 2.445, -0.095], [-2.222, 0.453, -3.739], [-3.964, 0.800, -3.713], [-2.794, 2.100, -3.388], [-2.740, -2.724, -1.097], [-0.537, -3.223, -0.070], [2.013, -2.576, 2.067], [3.198, -2.812, -0.790], [4.028, -3.261, 0.752], [1.370, -4.433, -0.326], [2.149, -4.905, 1.234], [2.304, 0.991, 1.474], [2.985, -0.642, 1.519], [3.457, -0.463, -0.950], [3.011, 1.252, -0.880], [4.198, 2.193, 1.493], [4.782, 2.775, -0.090], [6.504, 3.188, 1.627], [6.448, 1.470, 2.128], [7.945, 0.484, -0.960], [7.295, -0.135, 0.589], [5.681, -0.597, -1.200], [5.675, 1.122, -1.689], [0.601, 1.512, -0.042]], "e_lumo_ev": 0.06, "gap_ev": 7.7}



Which is the most stable structure? a is the most stable.